A 3-piece molecular cluster, C22H27N6O6S overall, computed with the ωB97M-V functional and the def2-TZVPD basis.

The total energy comes out at -55300.7479 eV. Its charge is +1. Its HOMO-LUMO gap is 6.043 eV. As for the spin multiplicity: 1. The value obtained for the LUMO energy is -5.13 eV. The HOMO energy comes out at -11.17 eV.

```
62
Properties=species:S:1:pos:R:3:mulliken_charge:R:1
S -1.69240 -0.02564 -1.21286 1.528
O -2.04714 -3.62187 -7.51867 -0.312
O -2.47694 1.06812 -1.84482 -0.659
O -2.51549 -0.55699 -0.11882 -0.656
O 0.46296 -0.05262 -6.94950 -0.464
O -5.03006 -3.60139 -1.91055 -0.548
O 2.15878 -1.21804 -6.12166 -0.458
N -0.10164 -3.62013 -6.07841 -0.684
N 1.37558 3.24490 7.60607 -0.422
N -1.84009 -4.67263 -3.94024 -0.574
N 1.32318 0.43799 2.28945 -0.254
N 1.62379 1.00468 -3.13535 -0.254
N -1.69820 -2.52743 -2.68763 -0.039
C -1.24273 -1.17782 -2.56251 0.024
C -1.34640 -3.32938 -3.78095 0.282
C 1.16533 5.36516 8.71902 -0.395
C 2.53758 -0.73843 3.99949 -0.614
C 1.84171 -0.05560 4.98530 -0.160
C 0.88502 0.87566 4.61334 -0.846
C -0.33768 -0.61537 -3.63011 0.696
C 1.06361 3.98359 8.67847 -0.203
C 0.66328 1.08322 3.26222 0.034
C 0.99727 -0.92579 -5.99262 0.287
C -1.11023 -3.72200 -6.84535 0.718
C 1.61966 6.02264 7.58641 -0.180
C 2.22668 -0.25585 -2.64711 -0.551
C 0.07783 -1.44979 -4.83764 0.042
C 1.95096 5.28024 6.46343 -0.626
C -2.57872 -3.11545 -1.64306 -0.713
C -4.05691 -2.51354 -1.89740 -0.385
C -0.23030 0.79270 -0.39932 -0.589
C -0.45785 -2.82849 -4.90665 0.267
C 1.81015 3.90335 6.52462 0.033
C 0.22310 0.86603 -3.63022 -1.564
C 2.24419 -0.45597 2.67580 -0.157
H -2.70832 -4.23048 -1.69831 0.476
H 2.41077 -1.01994 -3.46820 0.183
H -0.51506 -0.04164 -6.87388 0.404
H 3.29112 -1.47275 4.25296 0.361
H 0.89647 5.91184 9.61355 0.353
H -1.59705 -5.18007 -3.06994 0.283
H 2.05343 3.27864 5.67088 0.389
H -0.42222 1.60195 -3.07645 0.486
H 2.30957 5.75911 5.56131 0.348
H -0.07798 1.80013 2.92275 0.362
H 0.32366 1.42796 5.35636 0.524
H -1.32490 -5.17137 -4.67356 0.348
H -0.64919 1.20683 0.57279 0.300
H 1.69874 -0.73256 -1.76557 0.077
H -4.06191 -2.08511 -2.94290 0.383
H 2.04307 -0.24692 6.03292 0.423
H 0.58654 0.06552 -0.13810 0.083
H 3.26784 0.01624 -2.26938 0.396
H 0.22224 1.20679 -4.72015 0.466
H 1.71438 7.10242 7.57873 0.370
H -2.21826 -2.90670 -0.58488 0.407
H 0.10639 1.68478 -0.99572 0.259
H -4.38469 -1.80000 -1.09402 0.308
H -5.66299 -3.38315 -2.62185 0.333
H 0.71622 3.42402 9.54051 0.356
H 1.68040 1.73935 -2.41792 0.383
H 2.76506 -0.96213 1.86901 0.334
```